Entry 1:
ORCA calculation (ωB97M-V with the def2-TZVPD basis set) on C15H22N2O4 in the gas phase.

```
43
Properties=species:S:1:pos:R:3:forces:R:3:lowdin_charge:R:1
C -3.559 3.261 -0.911 -0.1 1.6 -0.1 -0.13
C -2.471 3.735 0.207 -0.7 1.7 -0.7 -0.21
C -1.910 2.375 0.810 0.3 3.0 2.4 -0.33
C -1.611 2.578 2.399 0.9 -1.4 -0.7 -0.07
C -0.580 1.976 0.105 -2.2 0.0 -2.1 -0.31
N 0.385 2.996 -0.162 -1.3 2.2 -1.8 0.05
C -0.988 1.399 -1.345 2.0 -1.4 0.7 -0.41
O -0.947 1.959 -2.424 -0.3 1.8 0.6 0.05
N -1.129 0.050 -1.453 0.0 -2.6 -1.1 0.09
C -0.513 -1.006 -0.687 0.3 -0.9 0.7 -0.19
C 1.096 -0.982 -0.709 -0.5 0.2 1.3 -0.10
C 1.801 -2.227 -0.241 2.7 -1.3 -0.6 -0.24
C 2.643 -2.281 0.962 -1.4 -2.7 -5.0 0.00
C 3.548 -3.383 1.009 -0.3 1.9 4.2 -0.02
C 3.518 -4.513 0.189 -0.7 2.2 -1.0 -0.34
O 4.202 -5.591 0.551 0.7 -0.1 1.4 0.09
C 2.856 -4.318 -1.043 -0.1 -0.9 -0.1 -0.04
C 2.108 -3.188 -1.323 -1.1 1.3 1.3 -0.03
C -1.047 -0.988 0.760 -3.1 2.6 0.5 -0.45
O -1.934 -0.217 1.187 2.7 -3.1 -1.4 0.06
O -0.522 -1.881 1.554 0.7 -1.2 0.3 0.15
H -4.093 4.211 -1.410 0.4 -2.2 1.6 0.10
H -4.211 2.307 -0.617 1.1 2.6 -0.5 0.11
H -2.934 2.981 -1.760 -0.1 -0.4 0.1 0.01
H -1.697 4.617 -0.357 -1.8 -3.2 1.6 0.16
H -2.875 4.421 1.078 0.3 -1.6 -1.8 0.10
H -2.674 1.591 0.871 0.4 0.6 -1.2 0.10
H -0.615 3.065 2.342 -0.4 -0.2 0.9 0.06
H -2.314 3.201 2.989 0.2 -0.2 -0.8 0.06
H -1.573 1.539 2.946 0.2 1.9 -1.2 0.09
H -0.134 1.259 0.738 0.5 -1.1 0.3 0.10
H 0.097 3.414 -1.132 1.1 -0.8 2.3 0.12
H 1.311 2.617 -0.226 0.3 -0.2 -0.2 0.06
H -1.049 -0.242 -2.439 -0.5 0.7 0.5 0.16
H -0.857 -2.049 -1.111 0.6 2.0 0.6 0.20
H 1.527 -0.136 -0.111 -0.8 -0.4 -0.6 0.13
H 1.499 -0.944 -1.707 -0.6 0.9 -0.6 0.10
H 2.526 -1.484 1.646 0.4 0.4 1.0 0.10
H 4.116 -3.255 2.011 -0.4 -1.3 -1.9 0.14
H 4.297 -6.323 -0.044 -0.3 -0.2 -1.0 0.11
H 2.914 -5.123 -1.776 0.1 0.2 0.0 0.11
H 1.726 -2.968 -2.385 0.4 -0.6 1.8 0.14
H 0.067 -2.449 1.017 0.1 0.0 0.5 0.10
```
Positions in Å, forces in eV/Å.

Computed properties:
Highest occupied orbital energy   -8.93 eV
2S+1   1
Gap between HOMO and LUMO   9.08 eV
LUMO energy   0.144 eV
ΔE to the lowest compared entry with this formula, charge and spin   129.45 kcal/mol
SMILES   CC[C@H](C)[C@H](N)C(=O)N[C@@H](Cc1ccc(O)cc1)C(=O)O



Entry 2:
ORCA calculation (ωB97M-V with the def2-TZVPD basis set) on C15H22N2O4 in the gas phase.

```
43
Properties=species:S:1:pos:R:3:forces:R:3:lowdin_charge:R:1
C -1.124 -0.384 4.196 2.3 -2.9 1.4 -0.04
C -0.116 -0.703 2.990 -1.7 -3.1 5.0 -0.19
C 0.373 -1.999 3.276 5.0 2.6 -9.5 0.03
C 1.324 -2.417 2.178 1.5 1.1 -1.5 -0.08
C 2.016 -3.899 2.030 -6.0 -0.5 -0.4 -0.06
C 1.830 -1.405 1.093 -3.9 -3.0 4.9 0.09
C 1.132 -0.213 1.051 2.1 -2.9 -2.0 -0.24
C 1.408 0.565 -0.100 2.5 3.9 -0.5 -0.41
O 1.946 0.169 -1.161 -1.8 1.3 2.0 0.04
N 1.199 1.937 0.301 0.7 0.7 -3.8 0.06
O 1.550 2.991 -0.635 -0.3 -1.3 -1.4 -0.15
C 0.986 2.809 -2.149 -5.5 0.5 8.3 -0.01
C -0.592 3.282 -2.030 3.5 0.3 -2.3 -0.15
C -1.665 2.447 -1.135 1.6 3.1 -3.4 -0.21
C -1.621 0.959 -1.385 2.0 -1.1 3.0 -0.13
C -1.338 0.338 -2.943 -8.7 6.4 5.6 -0.04
C -1.420 -0.979 -2.802 14.9 1.9 1.7 -0.74
O -2.274 -1.631 -2.847 -16.2 -10.9 -1.3 0.22
N -0.202 -1.578 -2.535 3.9 9.6 -0.1 -0.07
O -0.112 -2.789 -2.225 -0.9 -7.8 1.5 -0.01
C 0.200 0.115 1.923 -1.2 -2.9 4.4 -0.04
H -2.012 -1.000 4.279 -0.2 -0.4 -0.9 0.07
H -0.737 -0.567 5.322 0.1 0.5 -2.8 0.13
H -1.428 0.562 4.170 -1.4 4.1 -0.1 0.00
H 0.337 -2.808 3.836 -1.6 -2.8 3.8 0.05
H 3.021 -3.731 2.023 2.7 -0.1 -0.3 0.01
H 1.558 -4.539 1.067 1.5 2.2 2.2 0.13
H 1.689 -4.577 2.884 0.7 1.0 -0.8 0.07
H 2.452 -1.679 0.302 1.0 -0.5 -0.9 0.10
H 1.163 2.459 1.192 0.0 -1.6 -0.5 0.17
H 0.822 1.829 -2.277 1.2 -3.5 -1.3 0.02
H 1.569 3.450 -2.620 2.6 2.4 -2.6 0.07
H -0.409 4.345 -1.760 -1.1 -0.6 0.1 0.10
H -0.603 3.271 -3.203 -1.6 0.1 1.7 0.13
H -1.356 2.861 -0.115 -1.3 -1.2 -1.1 0.12
H -2.595 2.829 -1.648 0.4 0.1 1.5 0.11
H -2.603 0.625 -0.768 2.4 -0.3 -2.0 0.17
H -0.634 0.722 -0.733 -2.7 -0.4 -1.4 0.10
H -2.313 0.748 -3.301 0.5 -0.7 -0.6 0.16
H -0.712 0.887 -3.376 6.0 3.6 -3.4 0.03
H 0.551 -0.953 -1.962 -2.1 -2.0 -2.0 0.18
H -0.925 -3.265 -2.563 0.9 0.9 0.5 0.14
H -0.335 0.913 2.162 -1.9 4.3 -0.9 0.08
```
Positions in Å, forces in eV/Å.

Computed properties:
Highest occupied orbital energy   -7.75 eV
2S+1   1
Gap between HOMO and LUMO   7.83 eV
LUMO energy   0.079 eV
ΔE to the lowest compared entry with this formula, charge and spin   362.27 kcal/mol
SMILES   Cc1cc(C)cc(C(=O)NOCCCCCC(=O)NO)c1



Entry 3:
ORCA calculation (ωB97M-V with the def2-TZVPD basis set) on C15H22N2O4S in the gas phase.

```
44
Properties=species:S:1:pos:R:3:forces:R:3:lowdin_charge:R:1
C -3.925 -2.748 -0.783 0.2 0.3 0.3 -0.06
C -3.358 -2.335 0.571 -0.2 -0.4 -0.1 -0.24
O -2.602 -1.143 0.506 0.1 0.5 -0.1 -0.07
C -3.247 0.066 0.369 0.1 0.1 0.0 -0.20
C -4.614 0.264 0.455 0.1 -0.2 0.0 -0.03
C -5.143 1.540 0.320 0.0 0.1 0.0 -0.09
C -4.313 2.621 0.098 -0.2 -0.1 0.0 -0.09
C -2.942 2.439 0.013 0.1 0.1 0.0 0.00
C -2.400 1.171 0.147 -0.2 0.0 0.0 -0.14
N -1.032 0.899 0.079 -0.2 -0.6 0.1 0.15
C 0.008 1.750 -0.121 0.6 -0.2 0.0 -0.43
O -0.102 2.943 -0.297 -0.1 0.3 0.0 0.09
C 1.364 1.044 -0.121 -0.2 0.1 -0.1 -0.22
C 1.669 0.385 1.238 0.1 -0.2 0.0 -0.11
C 2.597 -0.824 1.051 -0.2 0.0 0.7 -0.20
N 3.529 -0.624 -0.038 0.8 0.7 0.3 -0.25
S 4.756 0.477 0.287 0.9 -0.8 -0.4 0.61
C 6.189 -0.476 -0.274 -0.7 0.5 0.3 -0.11
O 4.858 0.648 1.705 -0.1 -0.2 0.2 -0.29
O 4.651 1.644 -0.541 -0.1 0.0 -0.2 -0.30
C 2.905 -0.484 -1.341 -0.1 -0.2 -0.7 -0.20
C 1.455 0.003 -1.242 0.2 0.1 0.1 -0.12
H -3.118 -2.875 -1.501 0.1 0.0 -0.1 0.08
H -4.460 -3.689 -0.684 -0.1 -0.1 0.0 0.08
H -4.606 -1.992 -1.164 -0.1 0.0 -0.1 0.07
H -4.156 -2.245 1.318 0.1 0.0 0.0 0.12
H -2.645 -3.087 0.923 -0.2 0.1 0.0 0.12
H -5.285 -0.562 0.631 0.0 -0.1 0.0 0.10
H -6.211 1.677 0.390 -0.1 0.0 0.0 0.10
H -4.726 3.611 -0.009 0.0 0.1 0.0 0.10
H -2.282 3.272 -0.158 0.0 0.0 0.0 0.10
H -0.827 -0.083 0.205 0.1 0.2 0.0 0.13
H 2.117 1.813 -0.321 -0.2 0.0 0.0 0.14
H 0.754 0.060 1.737 0.0 0.0 0.0 0.12
H 2.163 1.113 1.881 -0.1 0.0 0.1 0.12
H 3.190 -0.986 1.950 -0.2 -0.2 0.0 0.11
H 2.031 -1.734 0.834 0.1 0.0 0.0 0.13
H 6.234 -1.376 0.323 0.0 -0.2 0.1 0.06
H 6.051 -0.705 -1.322 0.0 -0.1 -0.2 0.06
H 7.074 0.129 -0.129 0.1 0.2 0.0 0.07
H 3.499 0.243 -1.898 -0.2 -0.1 -0.2 0.11
H 2.951 -1.450 -1.858 0.0 0.1 0.0 0.12
H 1.157 0.446 -2.193 0.0 -0.1 0.0 0.13
H 0.792 -0.841 -1.039 -0.1 0.0 -0.1 0.11
```
Positions in Å, forces in eV/Å.

Computed properties:
Highest occupied orbital energy   -8.18 eV
2S+1   1
Gap between HOMO and LUMO   8.67 eV
LUMO energy   0.499 eV
ΔE to the lowest compared entry with this formula, charge and spin   35.49 kcal/mol
SMILES   CCOc1ccccc1NC(=O)C1CCN(S(C)(=O)=O)CC1



Entry 4:
ORCA calculation (ωB97M-V with the def2-TZVPD basis set) on C15H22N2O4S2 in the gas phase.

```
45
Properties=species:S:1:pos:R:3:forces:R:3:lowdin_charge:R:1
O -0.136 1.418 -3.310 0.0 -0.2 -0.1 -0.27
S -1.048 1.405 -2.206 0.1 -0.5 0.3 0.68
O -1.549 2.663 -1.725 -0.1 -0.2 0.2 -0.28
C -0.270 0.552 -0.828 -0.2 0.2 -0.3 -0.26
C -0.303 1.104 0.439 0.0 0.1 0.1 -0.03
C 0.294 0.422 1.488 -0.1 0.1 0.0 -0.03
C 0.908 -0.791 1.238 0.3 -0.2 0.3 -0.26
S 1.682 -1.643 2.615 -0.1 0.4 -0.2 0.68
O 0.746 -1.717 3.697 0.0 0.2 0.1 -0.28
O 2.252 -2.869 2.126 0.1 0.1 -0.2 -0.28
N 2.843 -0.495 3.017 -1.0 -0.6 -0.3 -0.24
C 4.045 -0.618 2.213 0.5 -0.1 -0.4 -0.20
C 4.939 -1.575 3.005 0.0 0.0 -0.1 -0.16
C 4.639 -1.206 4.463 0.0 0.0 0.0 -0.15
C 3.269 -0.498 4.410 -0.1 0.0 0.7 -0.18
C 0.943 -1.342 -0.030 0.0 -0.1 -0.1 -0.03
C 0.344 -0.661 -1.078 0.1 0.0 0.0 -0.03
N -2.255 0.303 -2.556 0.9 0.5 0.2 -0.24
C -2.639 0.206 -3.951 0.2 0.3 -0.7 -0.20
C -3.595 1.327 -4.354 -0.1 -0.3 0.0 -0.17
C -4.818 1.314 -3.439 0.1 0.2 0.0 -0.20
C -4.370 1.453 -1.985 -0.1 -0.2 -0.1 -0.18
C -3.375 0.345 -1.639 -0.4 0.3 0.5 -0.20
H -0.790 2.057 0.577 0.0 0.1 0.1 0.12
H 0.290 0.806 2.495 0.0 0.2 0.1 0.12
H 3.783 -0.990 1.225 0.2 0.1 -0.1 0.11
H 4.500 0.373 2.122 0.0 0.0 -0.1 0.13
H 5.991 -1.469 2.750 0.0 0.0 0.0 0.11
H 4.620 -2.596 2.798 0.1 0.0 0.0 0.10
H 5.397 -0.526 4.853 0.0 0.0 0.1 0.11
H 4.609 -2.087 5.100 0.0 0.0 0.1 0.11
H 2.501 -0.999 4.998 0.1 0.1 0.2 0.11
H 3.345 0.540 4.745 0.0 -0.1 0.0 0.12
H 1.432 -2.294 -0.169 0.0 -0.1 -0.1 0.12
H 0.350 -1.045 -2.086 0.0 -0.2 -0.1 0.12
H -1.717 0.253 -4.531 -0.2 -0.2 -0.1 0.11
H -3.109 -0.772 -4.098 0.1 0.0 0.0 0.13
H -3.072 2.280 -4.254 0.0 0.1 -0.1 0.12
H -3.892 1.200 -5.396 0.0 0.0 0.0 0.11
H -5.493 2.130 -3.701 -0.1 -0.1 0.0 0.11
H -5.359 0.372 -3.568 -0.1 0.0 0.0 0.11
H -3.876 2.416 -1.846 -0.1 0.0 0.1 0.10
H -5.226 1.397 -1.311 0.0 0.0 0.1 0.11
H -2.965 0.491 -0.638 -0.2 -0.1 0.1 0.12
H -3.867 -0.633 -1.676 0.1 0.0 0.1 0.13
```
Positions in Å, forces in eV/Å.

Computed properties:
Highest occupied orbital energy   -9.44 eV
2S+1   1
Gap between HOMO and LUMO   9.53 eV
LUMO energy   0.092 eV
ΔE to the lowest compared entry with this formula, charge and spin   5.16 kcal/mol
SMILES   O=S(=O)(c1ccc(S(=O)(=O)N2CCCC2)cc1)N1CCCCC1



Entry 5:
ORCA calculation (ωB97M-V with the def2-TZVPD basis set) on a molecular structure, C15H22N3O5SeTi.

```
47
Properties=species:S:1:pos:R:3:forces:R:3:lowdin_charge:R:1
Ti -0.008 0.056 0.011 0.0 0.2 0.0 0.86
C -1.131 1.101 2.331 0.3 0.3 -0.2 -0.10
C -2.362 0.726 1.415 0.2 0.2 -0.1 -0.08
O -2.079 0.237 0.068 0.0 -0.2 -0.1 -0.25
C -2.317 1.018 -1.146 0.2 0.2 0.2 -0.11
C -1.420 0.540 -2.347 0.1 0.2 0.2 -0.07
O -0.034 0.174 -2.055 0.1 -0.4 -0.1 -0.27
C 1.131 1.007 -2.333 -0.3 0.3 0.2 -0.11
C 2.355 0.624 -1.417 -0.1 0.2 0.1 -0.08
O 2.068 0.190 -0.052 -0.1 -0.2 0.1 -0.25
C 2.320 1.013 1.133 -0.2 0.2 -0.2 -0.11
C 1.417 0.594 2.350 -0.1 0.2 -0.2 -0.07
O 0.024 0.249 2.067 -0.1 -0.4 0.1 -0.27
H -1.419 0.934 3.369 -0.2 0.0 0.0 0.14
H -0.847 2.138 2.180 0.0 0.0 0.0 0.11
H -2.991 1.613 1.340 0.0 0.0 0.1 0.14
H -2.931 -0.079 1.874 0.0 0.0 0.0 0.13
H -2.141 2.067 -0.928 0.0 0.0 0.0 0.11
H -3.357 0.859 -1.431 0.0 0.0 -0.2 0.14
H -1.417 1.335 -3.092 -0.2 0.0 0.0 0.15
H -1.838 -0.364 -2.784 0.0 0.0 0.0 0.14
H 0.862 2.050 -2.192 0.0 0.0 0.0 0.11
H 1.414 0.826 -3.371 0.2 0.0 0.0 0.14
H 3.018 1.488 -1.377 0.0 0.0 -0.1 0.15
H 2.891 -0.217 -1.853 0.0 0.0 0.0 0.13
H 2.160 2.056 0.876 0.0 0.0 0.0 0.11
H 3.358 0.848 1.423 0.0 0.0 0.2 0.14
H 1.430 1.414 3.068 0.2 0.0 0.0 0.15
H 1.816 -0.303 2.818 0.0 0.0 0.0 0.14
Se -0.019 5.208 0.047 0.0 -0.3 0.0 0.56
C 0.000 3.438 0.001 0.0 0.3 0.0 -0.95
N 0.009 2.263 -0.021 0.0 -0.2 0.0 -0.02
N 0.440 -7.123 -0.614 0.0 -0.1 0.0 0.19
C -0.211 -6.367 0.297 0.0 0.1 0.0 -0.49
O -0.863 -6.833 1.206 0.0 0.0 0.0 0.08
C -0.105 -4.862 0.150 0.0 -0.1 0.0 -0.10
C 0.572 -4.194 -0.860 0.0 0.1 0.0 0.02
C 0.578 -2.809 -0.866 0.1 -0.3 -0.2 -0.09
N -0.038 -2.069 0.061 0.0 -0.4 0.0 -0.03
C -0.688 -2.720 1.032 -0.1 -0.3 0.2 -0.08
C -0.748 -4.097 1.114 0.0 0.1 0.0 0.03
H 0.375 -8.123 -0.519 0.0 0.0 0.0 0.12
H 0.994 -6.746 -1.358 0.0 0.0 0.0 0.09
H 1.096 -4.706 -1.654 0.0 0.0 0.0 0.11
H 1.092 -2.270 -1.653 0.0 0.0 0.0 0.12
H -1.172 -2.106 1.781 0.0 0.0 0.0 0.12
H -1.285 -4.588 1.913 0.0 0.0 0.0 0.13
```
Positions in Å, forces in eV/Å.

Computed properties:
Highest occupied orbital energy (spin up / spin down)   -9.23 / -10.32 eV
2S+1   3
Net charge   +1
Gap between HOMO and LUMO (spin up / spin down)   6.32 / 7.28 eV
LUMO energy (spin up / spin down)   -2.909 / -3.038 eV
ΔE to the lowest compared entry with this formula, charge and spin   51.18 kcal/mol



Entry 6:
ORCA calculation (ωB97M-V with the def2-TZVPD basis set) on 2 unconnected molecules or ions with the total composition C15H23BF2N4O9.

```
54
Properties=species:S:1:pos:R:3:forces:R:3:lowdin_charge:R:1
C -3.359 3.110 -3.524 0.3 0.4 0.6 -0.10
C -2.370 2.247 -2.557 -0.2 -0.6 -1.3 -0.14
C -3.291 1.182 -1.804 -4.1 2.1 0.8 -0.37
O -4.455 1.539 -1.494 4.7 -1.7 -1.0 0.10
O -2.924 -0.168 -1.485 1.2 1.2 0.3 -0.07
C -2.165 -0.227 -0.256 0.0 1.0 0.7 -0.18
C -0.645 -0.729 -0.458 -0.1 0.0 0.6 -0.06
C -0.123 -1.436 0.895 0.9 -1.3 2.2 -0.08
N -0.930 -2.052 1.945 4.9 0.4 -0.8 0.16
C 0.042 -2.573 2.900 0.2 2.9 -4.8 -0.23
N -0.195 -3.254 4.036 0.1 0.2 -0.3 0.19
N 1.334 -2.213 2.382 -3.7 -2.0 3.2 -0.11
O 2.377 -2.582 3.167 1.5 1.4 -0.3 0.07
N 1.297 -1.559 1.191 -4.2 1.0 -1.7 -0.01
C 2.461 -1.090 0.389 1.8 -0.2 -1.1 -0.09
C 3.554 -2.296 0.245 -0.3 -0.2 1.7 -0.14
C 4.864 -1.967 1.137 -0.2 -0.7 -0.3 -0.16
C 5.508 -3.266 1.834 0.0 0.0 -0.6 -0.17
O 6.872 -2.934 2.263 -0.9 0.8 1.8 -0.09
C 6.859 -2.136 3.440 0.0 3.6 1.3 -0.40
C 7.072 -2.803 4.906 0.2 0.0 -2.1 0.01
O 6.728 -0.880 3.430 0.2 -4.9 -0.8 0.05
H -3.899 3.880 -2.868 0.6 -1.3 -1.2 0.09
H -2.735 3.689 -4.287 -0.8 -0.8 1.1 0.09
H -4.103 2.444 -4.088 1.1 1.0 1.0 0.10
H -1.805 2.927 -1.831 -1.0 -1.0 -0.8 0.12
H -1.604 1.766 -3.261 -0.9 0.3 1.3 0.11
H -2.748 -0.832 0.511 0.9 0.5 -1.2 0.13
H -2.099 0.849 0.154 0.0 -1.7 -0.3 0.15
H -0.031 0.218 -0.702 -0.6 -1.7 0.6 0.13
H -0.521 -1.451 -1.343 -0.4 0.9 1.4 0.14
H -1.177 -3.492 4.261 1.1 0.3 -0.3 0.15
H 0.562 -3.541 4.681 -0.8 0.4 -0.9 0.14
H 2.727 -1.737 3.558 -0.2 -0.9 -0.2 0.17
H 2.928 -0.140 0.845 -0.8 -1.6 -0.4 0.15
H 2.179 -0.799 -0.691 -0.4 -0.6 2.1 0.14
H 3.785 -2.537 -0.842 -0.2 0.5 1.5 0.12
H 3.082 -3.233 0.725 0.6 1.3 -1.0 0.11
H 5.648 -1.547 0.422 -0.9 -0.3 1.4 0.14
H 4.606 -1.242 1.996 0.5 -0.9 -1.6 0.10
H 4.943 -3.638 2.753 0.4 0.5 -1.3 0.13
H 5.626 -4.149 1.102 -0.2 1.5 1.1 0.15
H 6.074 -2.682 5.443 1.5 -0.3 -0.5 0.09
H 7.906 -2.185 5.399 -1.4 -1.1 -0.7 0.10
H 7.372 -3.887 4.720 -0.5 1.4 0.7 0.09
B -7.972 4.442 -4.798 -1.6 -1.6 -0.9 -1.00
O -6.510 4.522 -4.973 0.3 0.7 0.5 0.21
C -6.089 5.600 -4.319 2.2 -1.4 -1.4 -0.42
O -4.933 5.955 -4.262 -0.4 0.0 0.1 0.11
C -7.233 6.273 -3.692 -2.5 1.4 1.3 -0.42
O -7.190 7.281 -3.026 0.3 -0.4 -0.3 0.13
O -8.348 5.600 -3.967 0.9 0.3 0.1 0.22
F -8.323 3.223 -4.133 0.3 1.0 -0.6 0.09
F -8.626 4.514 -6.070 0.6 -0.1 1.1 0.09
```
Positions in Å, forces in eV/Å.

Computed properties:
Highest occupied orbital energy   -7.87 eV
2S+1   1
Gap between HOMO and LUMO   5.77 eV
LUMO energy   -2.101 eV
ΔE to the lowest compared entry with this formula, charge and spin   81.52 kcal/mol



Which of these has the highest ΔE to the lowest compared entry with this formula, charge and spin? number 2